A structure of composition C30H29N8O5SSeY in a non-equilibrium geometry, computed with ωB97M-V/def2-TZVPD.

Values from the calculation:
Kohn-Sham gap = 6.92 eV
Highest occupied orbital energy = -7.43 eV
Energy relative to the best compared isomer or geometry (same formula, charge and spin) = 0.594 eV
Energy = -130970.8732 eV
E_LUMO = -0.50 eV
M = 781.546 g mol⁻¹

```
! wB97M-V def2-TZVPD RIJCOSX def2/J DEFGRID3
* xyz 0 1
C -1.29 1.48 -1.93
C -0.40 0.96 3.73
H 2.78 3.42 -0.35
H 0.18 -4.47 1.41
H -0.60 1.94 5.62
N -4.56 -0.40 -0.91
C 4.31 2.10 0.00
N 2.32 0.69 1.30
Y 0.11 -0.51 0.53
O -0.60 4.23 -5.10
H 2.11 2.04 -3.50
H 1.67 -3.85 0.74
C -0.36 1.01 5.11
C -1.07 -3.41 -3.04
C -1.17 2.49 -2.87
H -3.79 -2.32 -1.01
C 0.21 -1.24 3.72
H 6.26 2.68 -0.62
H -2.33 2.24 1.05
C 0.92 0.90 -2.15
N -4.04 1.35 0.22
C 3.81 -1.15 1.78
H -5.18 2.80 -0.92
C 0.32 3.96 -4.30
C 2.05 1.91 0.77
H -5.55 -2.26 -0.89
C -0.44 -4.58 -2.64
C -0.01 -3.56 -0.53
C 4.60 0.92 0.62
N -0.27 0.71 -1.54
H -0.37 -5.43 -3.32
H -4.76 -1.82 -2.42
O 1.40 4.53 -4.06
H -0.65 1.84 3.15
H 4.54 -1.09 2.59
H -2.02 3.09 -3.16
N -0.62 -2.43 -0.91
H -1.57 -1.41 -2.42
H 5.06 2.46 -1.91
C -4.90 1.77 -0.79
C 1.12 1.89 -3.08
H -1.48 -3.29 -4.03
C -0.01 -0.13 5.81
C 5.22 2.85 -0.90
C 0.28 -1.28 5.10
N 0.41 -2.39 1.60
O 3.21 0.29 -2.08
N 3.06 2.58 0.15
H 0.55 -2.21 5.57
H 2.89 -1.61 2.15
H 0.03 -0.12 6.89
H -3.63 1.86 2.21
C -5.23 0.67 -1.50
H 5.58 0.48 0.52
C -4.68 -1.79 -1.34
H 0.59 -5.55 -1.02
C -1.12 -2.36 -2.15
C 0.60 -3.63 0.85
C 0.49 -2.53 2.94
O 1.76 -0.94 -0.88
S 0.50 2.57 0.83
C 3.56 0.21 1.23
H -5.86 0.55 -2.36
O 0.73 -3.55 3.57
H 5.01 3.92 -0.91
C 2.08 0.02 -1.70
C 0.09 -4.66 -1.37
H -2.24 1.29 -1.44
C -3.84 0.02 0.14
C -3.41 2.23 1.20
N -0.11 -0.14 3.04
H -3.81 3.23 1.07
Se -2.78 -1.01 1.27
H 4.23 -1.79 1.00
C 0.08 2.74 -3.43
*
```